ORCA calculation (wB97M-V/def2-TZVPD) on 6 unconnected molecules or ions with the total composition C6H24O6.

Last column: Mulliken charge in e.
Geometry (Å):
1 C -3.5835 -1.3061 -0.9792  -0.61
2 O -2.2360 -1.8280 -0.9618  -0.49
3 H -3.8188 -0.9461 -1.9864  0.25
4 H -4.3299 -2.0626 -0.7329  0.29
5 H -3.7361 -0.4407 -0.3116  0.19
6 H -1.9209 -1.4950 -0.1145  0.32
7 C 4.1533 -1.2805 -0.5382  -0.62
8 O 3.4591 -0.1852 0.0307  -0.47
9 H 3.6954 -2.2114 -0.1790  0.29
10 H 3.9831 -1.2845 -1.6019  0.25
11 H 5.2939 -1.1726 -0.3550  0.24
12 H 3.4547 -0.1659 0.9674  0.29
13 C 0.9167 -0.2741 -2.0112  -0.59
14 O 1.2809 0.6996 -1.0353  -0.55
15 H 0.3270 0.3683 -2.7387  0.17
16 H 1.7353 -0.6936 -2.6385  0.33
17 H 0.2464 -1.0570 -1.6565  0.28
18 H 2.1515 0.4489 -0.5835  0.42
19 C -1.3844 0.8192 1.7809  -0.65
20 O -0.7150 -0.0509 0.8521  -0.49
21 H -2.4575 0.8621 1.6084  0.29
22 H -1.0895 0.4249 2.7735  0.29
23 H -0.9830 1.8256 1.6719  0.29
24 H -0.7331 0.4472 0.0319  0.26
25 C 1.2305 -0.6800 3.4709  -0.77
26 O 1.7656 -0.2092 2.2257  -0.52
27 H 0.9746 0.1896 4.0572  0.31
28 H 0.3352 -1.3273 3.3482  0.26
29 H 1.9844 -1.1644 4.0272  0.31
30 H 0.9959 -0.1498 1.5750  0.47
31 C -2.2262 2.3176 -1.7747  -0.42
32 O -0.9961 2.4637 -0.9835  -0.49
33 H -2.1694 2.9493 -2.6966  0.28
34 H -2.3343 1.2663 -2.0085  0.16
35 H -3.0246 2.7280 -1.1195  0.21
36 H -0.2452 2.1748 -1.4141  0.24

Properties
Multiplicity   1
SMILES   CO.CO.CO.CO.CO.CO
HOMO   -0.3610 hartree
Energy above the lowest of the compared OMol25 structures with the same formula, charge and spin   80.0 kcal per mole
Lowest unoccupied orbital energy   0.031 Ha
Orbital gap   10.667 eV
Largest force on an atom   4.13 eV/A